Density functional theory data (ωB97M-V/def2-TZVPD) for an isolated molecule of C9H11N2P at a distorted geometry.

Positions of all 23 atoms, in Å:
C  -1.678  1.283  1.684
C  -1.079  1.682  0.693
C  -0.938  -0.208  -0.345
C  -2.282  -0.527  0.416
C  -2.367  -0.072  1.861
C  2.080  -0.752  -0.375
C  0.938  -1.023  -1.516
C  -0.652  1.180  -0.501
C  1.597  0.487  0.334
N  -0.277  -1.185  -0.843
N  -3.172  -1.049  -0.350
P  2.567  1.974  0.068
H  -1.914  -0.712  2.575
H  -3.402  0.025  2.073
H  2.077  -1.693  0.251
H  3.032  -0.730  -0.848
H  0.891  -0.089  -2.083
H  1.010  -2.028  -2.032
H  0.054  1.470  -1.252
H  1.176  0.216  1.306
H  -3.971  -1.373  0.165
H  2.473  1.745  -1.328
H  3.835  1.377  0.047

Computed properties:
E_LUMO (alpha / beta) = -0.950 / -0.518 eV
gap between HOMO and LUMO (alpha / beta) = 7.548 / 7.690 eV
HOMO energy (alpha / beta) = -8.50 / -8.21 eV
energy relative to the best compared isomer or geometry (same formula, charge and spin) = 752.7 kJ/mol
net charge = 0
max |F| = 3.20 eV/Å